Record 1
33
Properties=species:S:1:pos:R:3 method="wB97M-V/def2-TZVPD" total_energy_ha=-912.8632 spin_multiplicity=2 total_charge=+4 largest_force_ev_per_a=1.1
Ir -0.315 -0.027 -0.071
C -1.723 -2.386 -1.563
O -0.466 -1.574 -1.224
C 0.862 -2.163 -1.603
C 1.711 -1.008 -2.098
O 1.387 0.165 -1.239
C 1.541 1.498 -1.889
C 0.768 2.485 -1.048
O -0.545 1.801 -0.735
C -1.733 2.692 -0.370
H -1.558 -3.376 -1.146
H -1.781 -2.359 -2.649
H -2.549 -1.861 -1.090
H 0.681 -2.917 -2.371
H 1.262 -2.648 -0.715
H 1.523 -0.721 -3.132
H 2.768 -1.236 -1.952
H 1.171 1.417 -2.911
H 2.605 1.744 -1.882
H 0.512 3.377 -1.621
H 1.236 2.758 -0.104
H -1.405 3.707 -0.582
H -1.929 2.550 0.689
H -2.547 2.380 -1.017
C -1.873 -0.468 3.758
Te -0.261 -0.013 2.409
C 1.542 -0.507 3.449
H -1.631 -1.477 4.108
H -2.810 -0.396 3.209
H -1.780 0.282 4.551
H 1.539 0.171 4.309
H 2.383 -0.337 2.780
H 1.415 -1.552 3.750

---

Record 2
32
Properties=species:S:1:pos:R:3 method="wB97M-V/def2-TZVPD" e_above_lowest_kcal_mol=60.89 largest_force_ev_per_a=5.0
C -2.943 -0.131 1.169
C -2.099 -1.392 0.895
C -2.269 1.145 0.683
C 2.093 0.471 -1.194
C 1.961 0.369 1.405
C 3.417 -1.385 0.037
C -1.578 2.218 -1.470
C 2.113 -0.434 0.041
N -2.215 -1.593 -0.562
N -1.852 1.023 -0.762
N 1.141 -1.435 -0.060
P -1.311 -0.399 -1.479
H -3.993 -0.304 0.830
H -3.053 -0.026 2.291
H -1.091 -1.164 1.199
H -2.547 -2.226 1.491
H -2.649 2.118 0.635
H -1.227 1.176 1.098
H 3.056 0.979 -1.274
H 2.104 -0.200 -2.098
H 1.263 1.130 -1.275
H 2.263 1.402 1.152
H 2.692 -0.031 2.044
H 1.010 0.251 1.727
H 3.249 -2.049 0.802
H 3.489 -1.920 -0.891
H 4.276 -0.875 0.219
H -1.909 2.185 -2.614
H -2.204 3.060 -0.997
H -0.600 2.574 -1.234
H -1.818 -2.458 -0.910
H 1.234 -2.079 -0.899